{
  "formula": "C18H19Cl2NZn",
  "method": "ωB97M-V/def2-TZVPD",
  "elements": ["C", "N", "C", "C", "C", "C", "C", "C", "C", "C", "H", "H", "H", "H", "H", "H", "H", "H", "H", "H", "H", "H", "Cl", "Zn", "Cl", "C", "C", "C", "C", "C", "C", "C", "C", "C", "H", "H", "H", "H", "H", "H", "H"],
  "xyz": [[0.72, 3.66, 1.75], [-0.47, 2.83, 1.59], [-1.77, 3.51, 1.71], [-0.36, 1.52, 1.50], [-1.48, 0.62, 1.39], [-2.52, 0.86, 0.46], [-3.67, 0.07, 0.46], [-3.80, -1.00, 1.36], [-2.77, -1.28, 2.25], [-1.62, -0.48, 2.28], [0.40, 4.71, 1.80], [1.28, 3.40, 2.66], [1.40, 3.53, 0.89], [-1.54, 4.56, 1.93], [-2.34, 3.47, 0.78], [-2.40, 3.11, 2.51], [0.64, 1.14, 1.73], [-2.40, 1.67, -0.25], [-4.47, 0.29, -0.25], [-4.71, -1.61, 1.35], [-2.86, -2.12, 2.94], [-0.80, -0.69, 2.97], [0.70, 0.04, -6.08], [2.49, -0.36, -5.00], [4.46, -0.61, -4.27], [0.83, -1.18, -2.77], [0.92, 0.14, -2.27], [1.52, 0.10, -0.99], [1.90, -1.26, -0.73], [1.50, -2.05, -1.87], [1.73, -3.44, -1.90], [2.24, -4.07, -0.77], [2.55, -3.31, 0.37], [2.41, -1.91, 0.39], [0.39, -1.54, -3.70], [0.63, 1.02, -2.86], [1.75, 0.95, -0.35], [1.47, -4.02, -2.78], [2.40, -5.16, -0.74], [2.96, -3.81, 1.27], [2.69, -1.30, 1.25]],
  "gap_ha": 0.137,
  "total_charge": 0,
  "molar_mass_g_mol": 385.7
}